*P*
# C21H41IN2PtSi4

C21H41IN2PtSi4 as an isolated structure (ωB97M-V/def2-TZVPD, the OMol25 dataset).

Values from the calculation:
Total charge = 0
2S+1 = 3
⟨S²⟩ = 2.0196
LUMO level (spin up / spin down) = -0.750 / -1.151 eV

Cartesian coordinates (Å):
1 C 3.5441 4.7399 -0.6485
2 C 4.7109 3.8112 -0.9971
3 H 3.2820 5.3741 -1.5031
4 H 3.8170 5.4029 0.1802
5 H 2.6408 4.1725 -0.3479
6 H 4.4379 3.0464 -1.7179
7 H 5.5207 4.4131 -1.4266
8 H 5.1161 3.3355 -0.0946
9 C -2.4550 1.9819 -2.3420
10 C -3.6704 1.8511 -3.0052
11 C -3.8944 0.7196 -3.8038
12 C -2.9169 -0.2529 -3.9297
13 H -2.2135 2.8175 -1.6776
14 H -4.4336 2.6307 -2.8864
15 H -4.8205 0.6011 -4.3461
16 H -3.0323 -1.1361 -4.5372
17 N -1.5070 1.0289 -2.4824
18 C -1.7007 -0.0652 -3.2754
19 C -0.5947 -0.9990 -3.3450
20 N 0.5120 -0.6724 -2.6169
21 C 1.6041 -1.4725 -2.5978
22 C 0.4706 -3.0319 -4.0632
23 C 1.5961 -2.6640 -3.3261
24 H 2.4422 -1.1502 -1.9826
25 H 2.4794 -3.3020 -3.2847
26 C -0.6283 -2.1942 -4.0549
27 H -1.5231 -2.4134 -4.6065
28 H 0.4502 -3.9470 -4.6449
29 Pt 0.3216 1.0232 -1.4291
30 I 0.4055 3.1610 -0.1722
31 C -0.2256 2.4021 3.1980
32 Si -1.2568 1.0785 2.3488
33 C -1.9297 0.0364 3.7834
34 C -2.7387 1.8809 1.5300
35 Si -0.0917 -0.0600 0.6673
36 Si 1.8766 -0.5942 1.7743
37 C 1.7141 -0.9254 3.6264
38 C 2.6188 -2.1415 1.0041
39 C 3.1085 0.8146 1.6095
40 Si -1.2367 -2.1191 0.7429
41 C -1.1684 -3.0354 2.3910
42 C -3.0102 -1.7175 0.2901
43 C -0.6139 -3.3754 -0.5037
44 H -0.8476 2.7825 4.0214
45 H 0.0036 3.2489 2.5375
46 H 0.7138 2.0335 3.6240
47 H -2.3831 0.7573 4.4805
48 H -2.7145 -0.6640 3.4748
49 H -1.1545 -0.5140 4.3300
50 H -2.4552 2.6226 0.7739
51 H -3.4219 1.1569 1.0716
52 H -3.2783 2.4038 2.3334
53 H 1.1269 -1.8196 3.8620
54 H 2.7421 -1.0953 3.9792
55 H 1.3077 -0.0784 4.1908
56 H 2.7874 -2.0450 -0.0734
57 H 3.5964 -2.2792 1.4863
58 H 2.0252 -3.0448 1.1821
59 H 3.3796 1.0114 0.5640
60 H 2.7591 1.7533 2.0572
61 H 4.0164 0.4984 2.1449
62 H -1.6790 -2.5311 3.2162
63 H -1.6969 -3.9793 2.1937
64 H -0.1485 -3.2844 2.7095
65 H -3.0899 -1.2564 -0.7044
66 H -3.5255 -2.6890 0.2590
67 H -3.5222 -1.0756 1.0171
68 H -0.9476 -3.1377 -1.5189
69 H 0.4735 -3.5007 -0.5069
70 H -1.0743 -4.3280 -0.2022

Okay, here come the Mulliken numbers, in e, for every atom:
1 C -0.22
2 C -0.84
3 H 0.30
4 H 0.29
5 H -0.45
6 H 0.22
7 H 0.34
8 H 0.22
9 C -0.08
10 C -0.79
11 C -0.57
12 C -0.52
13 H 0.37
14 H 0.38
15 H 0.44
16 H 0.35
17 N -0.50
18 C 0.24
19 C 0.51
20 N -0.22
21 C -0.47
22 C -0.66
23 C -0.72
24 H 0.71
25 H 0.38
26 C -0.32
27 H 0.37
28 H 0.41
29 Pt 2.30
30 I -0.43
31 C -0.92
32 Si 0.25
33 C -1.24
34 C -0.91
35 Si -0.51
36 Si 0.08
37 C -0.96
38 C -0.95
39 C -1.05
40 Si 0.15
41 C -1.05
42 C -1.01
43 C -0.94
44 H 0.37
45 H 0.24
46 H 0.19
47 H 0.43
48 H 0.33
49 H 0.34
50 H 0.17
51 H 0.25
52 H 0.40
53 H 0.27
54 H 0.40
55 H 0.25
56 H 0.17
57 H 0.42
58 H 0.22
59 H 0.14
60 H 0.31
61 H 0.44
62 H 0.31
63 H 0.44
64 H 0.24
65 H 0.17
66 H 0.42
67 H 0.24
68 H 0.15
69 H 0.26
70 H 0.48


*Q*
# C21H41IN2PtSi4

C21H41IN2PtSi4 as an isolated structure (ωB97M-V/def2-TZVPD, the OMol25 dataset).

Values from the calculation:
Total charge = 0
2S+1 = 3
⟨S²⟩ = 2.0236
LUMO level (spin up / spin down) = 0.349 / -0.952 eV

Cartesian coordinates (Å):
1 C 0.1599 -4.0253 1.8759
2 C -1.9686 -4.2105 -0.9424
3 H 0.9598 -4.7837 1.8615
4 H -0.7403 -4.4977 2.3214
5 H 0.4040 -3.1609 2.5103
6 H -1.9011 -4.5930 -1.9627
7 H -2.3238 -5.0236 -0.2869
8 H -2.7103 -3.4073 -0.8701
9 C 2.5016 -2.7359 0.9578
10 C 3.7258 -2.0856 0.8614
11 C 4.2907 -1.8761 -0.3976
12 C 3.5309 -2.2153 -1.5149
13 H 2.1530 -3.0262 1.9373
14 H 4.1985 -1.7715 1.7914
15 H 5.2847 -1.4342 -0.4769
16 H 3.9101 -2.0779 -2.5275
17 N 1.7098 -2.9772 -0.1048
18 C 2.2124 -2.6945 -1.3533
19 C 1.2153 -2.7308 -2.4039
20 N -0.0661 -2.8543 -1.9414
21 C -1.0741 -2.3529 -2.6963
22 C 0.3635 -2.2238 -4.6105
23 C -0.9076 -2.0876 -4.0496
24 H -2.0315 -2.1944 -2.2097
25 H -1.7584 -1.7557 -4.6395
26 C 1.4354 -2.5136 -3.7749
27 H 2.4567 -2.5638 -4.1410
28 H 0.5016 -2.0512 -5.6712
29 Pt -0.3190 -3.7033 0.0013
30 I -0.0424 -0.6022 2.6466
31 C -0.7875 2.5435 4.2567
32 Si 0.3345 2.6786 2.7524
33 C 0.1952 4.4366 2.0728
34 C 2.1379 2.4184 3.2348
35 Si -0.3804 1.2689 1.0575
36 Si -2.7028 1.0689 0.6796
37 C -3.3132 2.7726 1.2005
38 C -3.1039 0.7457 -1.1362
39 C -3.5597 -0.2949 1.6493
40 Si 0.6486 1.9057 -1.0271
41 C -0.0863 3.6192 -1.3318
42 C 2.4841 1.8054 -0.6347
43 C 0.3591 0.9526 -2.6287
44 H -0.9491 3.5541 4.6618
45 H -0.3069 1.9369 5.0360
46 H -1.7731 2.1079 4.0510
47 H 0.1968 5.1191 2.9334
48 H 1.0531 4.6723 1.4329
49 H -0.7227 4.5995 1.4988
50 H 2.2035 2.0314 4.2602
51 H 2.6873 1.7286 2.5851
52 H 2.6614 3.3854 3.2080
53 H -3.0712 3.5353 0.4488
54 H -4.4069 2.7194 1.2906
55 H -2.9068 3.0989 2.1661
56 H -2.6942 -0.2099 -1.4912
57 H -4.1990 0.6961 -1.2404
58 H -2.7413 1.5398 -1.8014
59 H -3.7266 -1.1753 1.0133
60 H -2.9858 -0.6242 2.5242
61 H -4.5423 0.0590 1.9957
62 H 0.3650 4.3983 -0.7078
63 H 0.0963 3.8745 -2.3853
64 H -1.1745 3.6424 -1.1759
65 H 2.8108 0.7549 -0.5941
66 H 3.0511 2.3006 -1.4382
67 H 2.7489 2.2832 0.3181
68 H 1.0504 0.1022 -2.7095
69 H -0.6665 0.5709 -2.7174
70 H 0.5457 1.6075 -3.4977

Okay, here come the Mulliken numbers, in e, for every atom:
1 C -1.02
2 C -1.26
3 H 0.43
4 H 0.26
5 H 0.00
6 H 0.38
7 H 0.40
8 H 0.31
9 C -0.02
10 C -0.83
11 C -0.48
12 C -0.66
13 H 0.56
14 H 0.40
15 H 0.40
16 H 0.24
17 N -0.30
18 C 0.43
19 C 0.06
20 N -0.25
21 C -0.04
22 C -0.48
23 C -0.81
24 H 0.44
25 H 0.40
26 C -0.54
27 H 0.41
28 H 0.39
29 Pt 0.94
30 I -0.27
31 C -1.13
32 Si 0.73
33 C -1.23
34 C -1.20
35 Si 0.03
36 Si 0.47
37 C -0.99
38 C -0.59
39 C -1.15
40 Si 0.64
41 C -1.10
42 C -0.79
43 C -0.62
44 H 0.36
45 H 0.36
46 H 0.24
47 H 0.45
48 H 0.27
49 H 0.32
50 H 0.37
51 H 0.25
52 H 0.34
53 H 0.26
54 H 0.42
55 H 0.19
56 H -0.18
57 H 0.42
58 H 0.30
59 H 0.24
60 H 0.31
61 H 0.37
62 H 0.32
63 H 0.45
64 H 0.23
65 H -0.03
66 H 0.43
67 H 0.22
68 H -0.08
69 H 0.12
70 H 0.49


Verdict on stability: *P* comes out on top.


*P*
# C2H7N2O

A 2-piece molecular cluster, C2H7N2O overall (ωB97M-V/def2-TZVPD, the OMol25 dataset).

Values from the calculation:
Total charge = -1
LUMO level (spin up / spin down) = 4.884 / 4.892 eV

Cartesian coordinates (Å):
1 C 0.8801 0.2340 1.1435
2 C -0.5780 0.1217 1.1200
3 N -0.7160 -0.0119 -2.0386
4 N -0.5735 -0.9856 -0.9906
5 O 0.6772 -1.2897 -1.0439
6 H 1.2503 -0.5331 0.2150
7 H 1.3293 1.2348 0.8978
8 H 1.3571 -0.1364 2.1623
9 H -1.0988 -0.4888 1.9064
10 H -1.2781 0.7499 0.6682
11 H -1.4883 0.6436 -1.9350
12 H 0.2387 0.4615 -2.1051

Okay, here come the Mulliken numbers, in e, for every atom:
1 C -0.61
2 C -0.69
3 N -0.44
4 N -0.16
5 O -0.55
6 H 0.20
7 H 0.18
8 H 0.21
9 H 0.15
10 H 0.26
11 H 0.23
12 H 0.22


*Q*
# C2H7N2O

A 2-piece molecular cluster, C2H7N2O overall (ωB97M-V/def2-TZVPD, the OMol25 dataset).

Values from the calculation:
Total charge = -1
LUMO level = 4.142 eV

Cartesian coordinates (Å):
1 C 0.9896 -1.0174 -0.2888
2 C 0.3118 1.1467 0.2947
3 N -1.1800 0.1519 -1.2089
4 N -0.0064 0.1804 -0.6754
5 O -2.5239 -0.0680 0.5579
6 H 1.7565 -0.6470 -0.9786
7 H 1.2758 -0.9069 0.7363
8 H 0.6310 -2.0406 -0.5453
9 H -0.4508 1.9686 0.3433
10 H 0.3713 0.6588 1.2005
11 H 1.2744 1.6242 -0.0071
12 H -2.4492 -1.0505 0.5714

Okay, here come the Mulliken numbers, in e, for every atom:
1 C -0.85
2 C -0.89
3 N -0.66
4 N 0.42
5 O -0.97
6 H 0.29
7 H 0.29
8 H 0.28
9 H 0.32
10 H 0.32
11 H 0.30
12 H 0.16


Verdict on stability: *Q* comes out on top.


*P*
# C9H11NO2

C9H11NO2 in the gas phase (ωB97M-V/def2-TZVPD, the OMol25 dataset).

Values from the calculation:
Total charge = 0
LUMO level = 0.681 eV
SMILES = COC(=O)C=C1C=CN(C)C=C1

Cartesian coordinates (Å):
1 C 0.1210 -2.1649 -4.2707
2 O -0.4629 -1.2272 -3.3141
3 C -0.3467 -1.5040 -1.9851
4 O 0.3517 -2.3802 -1.5076
5 C -1.0709 -0.6475 -1.1072
6 C -0.5405 0.0138 0.0112
7 C -1.4349 0.8367 0.8008
8 C -1.0454 1.4468 1.9810
9 N 0.2835 1.2553 2.4111
10 C 0.8364 2.0857 3.5327
11 C 1.1949 0.4923 1.6645
12 C 0.8210 -0.1169 0.4786
13 H 1.1996 -2.2343 -4.1699
14 H -0.3281 -3.1729 -4.0596
15 H -0.1684 -1.8416 -5.3045
16 H -2.0616 -0.4108 -1.4573
17 H -2.4298 0.9013 0.4332
18 H -1.7972 2.0147 2.5287
19 H 1.8305 1.6871 3.7951
20 H 0.2639 2.0479 4.4420
21 H 0.9635 3.1426 3.2532
22 H 2.2347 0.3855 1.9544
23 H 1.5857 -0.6095 -0.1101

Okay, here come the Mulliken numbers, in e, for every atom:
1 C -0.56
2 O -0.34
3 C 0.44
4 O -0.57
5 C -0.73
6 C 1.18
7 C -0.84
8 C -0.25
9 N 0.09
10 C -0.95
11 C -0.10
12 C -0.72
13 H 0.26
14 H 0.26
15 H 0.22
16 H 0.28
17 H 0.35
18 H 0.35
19 H 0.29
20 H 0.35
21 H 0.31
22 H 0.32
23 H 0.34


*Q*
# C9H11NO2

C9H11NO2 in the gas phase (ωB97M-V/def2-TZVPD, the OMol25 dataset).

Values from the calculation:
Total charge = 0
LUMO level = 0.420 eV
SMILES = NCc1cccc(CC(=O)O)c1

Cartesian coordinates (Å):
1 N -3.5639 -1.4771 0.7890
2 C -2.7228 -1.3247 -0.4347
3 C -1.7167 -0.2455 -0.2271
4 C -2.1355 1.1190 -0.3516
5 C -1.2488 2.1839 -0.2148
6 C 0.1028 1.9155 -0.0248
7 C 0.4560 0.6523 0.2595
8 C 1.9042 0.5480 0.5793
9 C 2.7247 -0.5688 -0.0997
10 O 2.3844 -1.1991 -1.0449
11 O 3.9726 -0.6860 0.3467
12 C -0.4338 -0.4111 0.0490
13 H -2.9968 -2.1495 1.4792
14 H -3.4727 -0.4036 1.2033
15 H -3.4017 -1.0544 -1.2756
16 H -2.2225 -2.3347 -0.6806
17 H -3.2016 1.5164 -0.6317
18 H -1.8058 3.1893 -0.1947
19 H 0.8006 2.7783 -0.1055
20 H 2.4196 1.4902 0.3028
21 H 2.1516 0.4679 1.7899
22 H 4.1848 0.1417 0.8030
23 H 0.0552 -1.4322 0.1615

Okay, here come the Mulliken numbers, in e, for every atom:
1 N -0.64
2 C -0.81
3 C 0.25
4 C -0.23
5 C -0.61
6 C -0.74
7 C 0.89
8 C -0.87
9 C 0.68
10 O -0.50
11 O -0.49
12 C -0.13
13 H 0.30
14 H 0.32
15 H 0.29
16 H 0.35
17 H 0.21
18 H 0.26
19 H 0.19
20 H 0.42
21 H 0.29
22 H 0.34
23 H 0.23


Verdict on stability: *P* comes out on top.